Molecular formula: C3H3Br2F3O
Method: DFT, ωB97M-V with the def2-TZVPD basis set

Structure (XYZ):
```
12
Properties=species:S:1:pos:R:3
C -1.43144 0.20106 -0.46046
C 0.36131 -0.43258 0.48538
C 1.44869 0.58665 0.39557
O -1.64693 -0.64782 -1.47222
F -0.07284 -0.50281 1.75611
F 0.98848 1.81567 0.85703
F 2.49723 0.42413 1.20196
Br 0.84999 -2.17412 -0.18621
Br 1.93995 0.78057 -1.45707
H -1.22772 1.30271 -0.59561
H -2.04320 0.17065 0.57040
H -1.66352 -1.52411 -1.09488
```

Computed properties:
Spin multiplicity ... 1
Gap between HOMO and LUMO ... 10.11 eV
ΔE to the lowest compared entry with this formula, charge and spin ... 0.0 kcal/mol

=====

Molecular formula: C3H3Br2N2O2
Method: DFT, ωB97M-V with the def2-TZVPD basis set

Structure (XYZ):
```
12
Properties=species:S:1:pos:R:3
C -1.27188 -0.60425 0.57737
C 0.96569 -0.25046 0.27749
C -1.04465 0.47836 -0.42411
N 0.06783 -0.98612 0.93725
N 0.35765 0.61001 -0.53300
O -2.25293 -1.06573 1.04013
O 2.22941 -0.42792 0.45902
Br -2.03167 2.08808 -0.24034
Br 3.49748 0.64630 -0.41187
H -1.62241 -0.10915 -2.21041
H 0.28692 -1.67699 1.64711
H 0.81856 1.29786 -1.11863
```

Computed properties:
Spin multiplicity ... 1
Gap between HOMO and LUMO (spin up / spin down) ... 7.78 / 7.42 eV
Net charge ... +1
ΔE to the lowest compared entry with this formula, charge and spin ... 7.6 kcal/mol

=====

Molecular formula: C3H3Br2NO2
Method: DFT, ωB97M-V with the def2-TZVPD basis set

Structure (XYZ):
```
11
Properties=species:S:1:pos:R:3
O 1.23494 -0.99235 -2.29846
C 1.40167 -0.32759 -1.31530
O 1.08228 1.02153 -1.27362
Br 2.20708 -0.94383 0.29971
H 1.20104 1.49730 -0.42134
N -0.38167 1.28938 0.86763
C -1.03933 0.28568 0.83046
C -1.70275 -0.78492 0.53911
Br -1.39465 -2.39294 1.45661
H -0.20284 1.96910 1.59448
H -2.40577 -0.62136 -0.27928
```

Computed properties:
Spin multiplicity ... 1
Gap between HOMO and LUMO ... 9.13 eV
ΔE to the lowest compared entry with this formula, charge and spin ... 22.2 kcal/mol
SMILES string ... O=C(O)Br.N=C=CBr

=====

Molecular formula: C3H3Br2NS
Method: DFT, ωB97M-V with the def2-TZVPD basis set

Structure (XYZ):
```
10
Properties=species:S:1:pos:R:3
Br 2.09513 -2.19942 0.25714
C 1.45396 -0.19738 -0.02033
C -0.03570 -0.18986 -0.01278
C -0.57247 0.08049 -1.24866
N 0.18136 0.66859 -2.21379
Br 0.10217 0.15138 -3.99020
S 2.12661 0.49319 -1.57923
H 1.79250 0.39772 0.81187
H -0.49308 -0.48166 1.03533
H -1.61727 0.06735 -1.64625
```

Computed properties:
Spin multiplicity ... 1
Gap between HOMO and LUMO ... 7.85 eV
ΔE to the lowest compared entry with this formula, charge and spin ... 41.0 kcal/mol
SMILES string ... Br[C@@H]1C=CN(Br)S1

=====

Molecular formula: C3H3Br3N2O2S2
Method: DFT, ωB97M-V with the def2-TZVPD basis set

Structure (XYZ):
```
15
Properties=species:S:1:pos:R:3
C 1.55035 -0.36757 1.73199
C 0.53076 -0.30054 0.54786
C 2.08228 2.88305 3.59507
N 2.68141 0.13605 1.62838
N 2.73964 0.95835 0.52906
O 2.56643 2.86343 2.51463
O 3.82407 2.59996 -0.81469
S 1.34377 0.88370 -0.49285
S 3.95537 2.09917 0.51087
Br -0.18306 2.02565 3.34873
Br 1.46652 4.57582 4.41517
Br 2.57507 1.60614 4.98047
H 1.47653 -0.84300 2.74467
H 0.36348 -1.43828 0.37390
H -0.41576 0.10944 0.71428
```

Computed properties:
Spin multiplicity ... 1
Gap between HOMO and LUMO (spin up / spin down) ... 5.00 / 5.17 eV
ΔE to the lowest compared entry with this formula, charge and spin ... 28.9 kcal/mol

=====

Molecular formula: C3H3BrCl2O
Method: DFT, ωB97M-V with the def2-TZVPD basis set

Structure (XYZ):
```
10
Properties=species:S:1:pos:R:3
C 2.81523 1.29148 -0.27404
C 0.18177 0.15128 0.11719
C 1.46618 -0.43610 0.51367
O 3.89968 1.16089 -0.62211
Cl 2.03386 2.77509 -0.09990
Cl 1.84877 -0.26795 2.20934
Br 2.46364 -1.85222 -0.37577
H 0.20537 0.03238 -1.00606
H 0.06211 1.11335 0.58748
H -0.56805 -0.45717 0.66178
```

Computed properties:
Spin multiplicity ... 1
Gap between HOMO and LUMO (spin up / spin down) ... 8.14 / 8.14 eV
ΔE to the lowest compared entry with this formula, charge and spin ... 57.2 kcal/mol

=====

Molecular formula: C3H3BrF2
Method: DFT, ωB97M-V with the def2-TZVPD basis set

Structure (XYZ):
```
9
Properties=species:S:1:pos:R:3
C -0.00748 0.03274 0.24368
C -0.76102 -0.46672 1.40362
Br 0.09225 -0.45013 3.01206
C -2.54712 -0.40202 1.37001
F -3.24125 -0.90310 2.40032
F -2.95649 -0.89031 0.20325
H -0.56470 0.58453 -0.49449
H 0.83414 0.51560 0.41705
H 0.21625 -0.87378 -0.41123
```

Computed properties:
Spin multiplicity ... 1
Gap between HOMO and LUMO (spin up / spin down) ... 8.57 / 8.14 eV
ΔE to the lowest compared entry with this formula, charge and spin ... 79.2 kcal/mol
SMILES string ... CC(Br)=C(F)F

=====

Molecular formula: C3H3BrF2O
Method: DFT, ωB97M-V with the def2-TZVPD basis set

Structure (XYZ):
```
10
Properties=species:S:1:pos:R:3
C 0.64316 -0.29282 0.28073
C 0.84824 0.89176 -0.56662
C -1.33740 -0.90615 0.47211
O 1.44856 -1.02274 0.76167
F -1.71811 -1.27409 -0.73053
F -1.95397 0.24874 0.77719
Br 2.48336 1.77056 -0.10624
H 0.17395 1.67936 -0.39077
H 0.75024 0.64930 -1.72242
H -1.33802 -1.74392 1.22486
```

Computed properties:
Spin multiplicity ... 1
Gap between HOMO and LUMO ... 9.76 eV
ΔE to the lowest compared entry with this formula, charge and spin ... 44.3 kcal/mol

=====

Molecular formula: C3H3BrN2O3
Method: DFT, ωB97M-V with the def2-TZVPD basis set

Structure (XYZ):
```
12
Properties=species:S:1:pos:R:3
C -1.34587 0.08056 -0.91039
C 0.06113 -1.41867 0.10434
C -0.05111 -0.41176 -0.98750
N -2.01447 -0.48816 0.06313
N 1.54420 2.05780 1.61924
O 1.26858 3.21636 1.63048
O 1.19751 1.14705 0.90760
O -1.23015 -1.39072 0.68959
Br 1.28173 -0.04193 -2.20832
H -1.80911 0.82382 -1.52894
H 0.28371 -2.43753 -0.23838
H 0.81384 -1.13682 0.85914
```

Computed properties:
Spin multiplicity ... 1
Gap between HOMO and LUMO (spin up / spin down) ... 9.66 / 5.63 eV
ΔE to the lowest compared entry with this formula, charge and spin ... 31.3 kcal/mol

=====

Question: Which value of ΔE to the lowest compared entry with this formula, charge and spin does entry 8 give?
Answer: 44.3 kcal/mol

=====

Question: Look up the spin multiplicity of the eighth one.
Answer: 1